C21H43CuO11S5 | the ωB97M-V functional and the def2-TZVPD basis

```
81
Properties=species:S:1:pos:R:3:forces:R:3
Cu 0.92411 -0.19229 0.03849 1.3087 -0.1645 0.1852
C 3.40482 -0.30654 1.85954 -0.5183 0.8286 -0.6996
O 3.04466 -0.28427 0.52063 -1.0804 -0.2426 0.0453
H 4.14663 -1.08647 2.10215 -0.0966 -0.1306 0.1697
H 3.86453 0.66145 2.16009 0.2453 -0.0873 0.1125
H 2.52110 -0.37421 2.52532 0.1500 -0.4394 0.2728
C -3.27653 2.23551 3.01845 -0.6209 0.3041 -0.0532
C -3.84618 0.87940 2.57966 0.3847 -0.8605 0.5560
C -2.73990 0.21388 1.77349 0.1312 1.2401 0.6771
S -1.28292 0.50155 2.84547 -0.2213 -1.5402 -0.2752
O -0.21320 0.79779 1.91750 0.2637 0.8330 0.5372
O -1.05904 -0.54288 3.83579 -0.3930 0.6714 -0.6332
C -1.97683 1.94794 3.75989 0.5127 -0.7841 -0.5315
H -4.06124 2.66816 3.64083 0.4140 0.4159 0.2077
H -3.09645 2.90831 2.17663 -0.0570 -0.0706 -0.0690
H -4.78135 0.91734 2.02442 -0.0295 0.2251 0.1027
H -3.99109 0.33831 3.52324 -0.4096 -0.2091 -0.2333
H -2.62375 0.91126 0.94124 0.6100 -0.4624 -0.2885
H -2.77504 -0.81120 1.42250 -0.0799 -0.1270 0.2730
H -1.16019 2.66569 3.76346 -0.3325 0.4262 -0.1538
H -2.12887 1.59484 4.77724 -0.0600 -0.0983 -0.0364
C 2.41614 -4.26228 1.94528 -0.7211 -0.0726 0.7926
C 1.64894 -4.51330 3.26263 0.0396 -0.3606 -0.1731
C 0.59413 -3.44372 3.33572 -1.3086 0.4505 -0.5129
S -0.13271 -3.41995 1.63480 2.2398 0.2098 -0.0464
O -0.14235 -2.03148 1.19391 -0.7563 -0.4560 0.0505
O -1.27800 -4.28212 1.47884 -0.2077 0.3626 0.2395
C 1.32658 -4.24284 0.87852 -0.3591 -0.1086 0.0706
H 3.07566 -5.11888 1.82000 0.4079 0.3773 -0.3746
H 2.90578 -3.28933 1.99665 0.3885 -0.1844 -0.1742
H 2.25325 -4.56470 4.16790 0.2115 0.2581 -0.1294
H 1.20589 -5.50894 3.14760 -0.2748 0.0902 0.2328
H 0.96991 -2.42724 3.45991 0.2879 -0.1003 -0.0472
H -0.23084 -3.55116 4.03991 0.0772 -0.3315 0.0008
H 1.59868 -3.73893 -0.04395 -0.1802 0.1333 0.0402
H 0.97611 -5.25190 0.65817 0.0346 0.0062 -0.0803
C -4.17937 1.73654 -2.08328 0.3552 -0.4329 0.0294
C -3.20022 2.49416 -3.01253 0.2904 -1.0285 0.1162
C -1.79957 2.00085 -2.58517 -0.9105 0.0339 0.2378
S -1.97633 0.20731 -2.27901 0.7066 1.1707 0.7618
O -1.33809 -0.03440 -0.99542 -0.2879 -0.3592 -0.5286
O -1.63441 -0.55297 -3.46120 -0.3446 0.2154 0.4775
C -3.76003 0.26769 -2.01918 0.0336 -0.8107 -0.4193
H -5.22919 1.73706 -2.36911 0.0231 0.5133 -0.1282
H -4.06826 2.21492 -1.10731 -0.2274 -0.2065 0.1548
H -3.31132 3.55131 -2.78773 0.0908 0.1510 -0.5837
H -3.32873 2.22698 -4.06127 -0.3872 0.3951 -0.0582
H -1.63283 2.46727 -1.61440 0.5488 -0.3660 0.0891
H -0.97135 2.17942 -3.26349 -0.0176 0.0063 -0.0421
H -4.00529 -0.28926 -1.11558 0.2115 0.3393 0.2574
H -4.18491 -0.34792 -2.81594 -0.0244 0.3483 -0.2346
C -0.22652 4.03191 1.15109 -0.7111 0.9678 -0.1739
C 0.97484 4.05504 2.08564 0.8183 -0.7577 -0.8575
C 2.04252 3.19593 1.36461 0.3566 0.2298 0.9029
S 1.78195 3.38745 -0.38718 0.7057 0.5987 -0.9677
O 1.50031 2.10497 -0.99986 -0.5388 0.6582 0.1579
O 2.83855 4.21139 -0.96571 -0.7433 -0.5410 0.4606
C 0.27955 4.45765 -0.23880 0.5795 -1.1680 0.6728
H -0.98142 4.74017 1.50697 -0.1395 -0.1241 -0.0859
H -0.68097 3.04399 1.05872 0.1401 -0.0831 0.2148
H 0.82188 3.62779 3.07329 -0.2707 0.1291 0.0538
H 1.35961 5.07097 2.17693 -0.1761 0.0864 0.1440
H 1.99693 2.14986 1.66595 -0.1581 -0.1234 -0.4167
H 3.05009 3.55426 1.57157 0.0303 -0.0523 -0.1540
H -0.40686 4.22746 -1.04655 0.0543 0.0612 -0.1211
H 0.63782 5.48275 -0.27501 -0.0364 0.0416 -0.0390
C 3.31482 -2.75594 -4.50892 -0.4994 -1.5795 0.6449
C 2.41090 -1.77980 -5.23640 -0.1780 -0.5163 -0.7293
C 1.03446 -1.92204 -4.59205 0.0888 0.3143 0.7584
S 1.34267 -2.13182 -2.78124 1.0034 -0.3369 -0.9757
O 0.70381 -3.32657 -2.26183 -0.1080 0.6923 -0.0375
O 1.20008 -0.82276 -2.15545 -0.1748 -0.9642 -0.2752
C 3.13833 -2.46743 -3.03005 0.1259 2.0495 0.5781
H 4.34201 -2.85173 -4.85501 0.1058 0.5995 0.1431
H 2.92440 -3.77868 -4.62493 -0.1002 0.1000 -0.3827
H 2.23664 -2.12423 -6.25934 0.4468 0.2943 -0.1426
H 2.85037 -0.78376 -5.26306 -0.2832 0.1258 0.2045
H 0.58360 -2.82041 -5.00897 -0.2130 -0.0928 0.4216
H 0.35971 -1.07894 -4.70280 0.0181 0.0151 0.0174
H 3.59614 -3.09331 -2.26988 -0.4124 -0.4988 -0.1634
H 3.51321 -1.45995 -2.80306 0.2083 -0.0976 -0.0366
```
Forces are in eV/Å.

## Properties
Frontier orbital gap, eV: 6.1
Max |F|, eV/A: 2.25
Energy relative to the best compared isomer or geometry (same formula, charge and spin), kcal per mole: 0.0